Entry from the OMol25 dataset: a 2-piece molecular cluster, C4H8N2O2 overall (ωB97M-V with the def2-TZVPD basis set).

XYZ file:
```
16
Properties=species:S:1:pos:R:3:forces:R:3
C 0.600720 -1.017774 0.674179 -3.942 -1.664 2.032
H 1.580875 1.742945 -1.998835 -0.267 0.130 0.114
H -2.055541 -1.569639 1.309516 -0.144 -0.092 -0.097
C -0.319986 1.120986 -1.065598 3.206 1.391 -2.209
H -1.737701 -1.769106 -0.445523 -0.043 -0.005 0.185
H 2.097516 0.461626 -0.985530 -0.994 -0.709 0.208
O 0.720977 -2.187611 0.387984 0.377 1.644 -0.859
H 2.073924 0.024113 1.205251 0.213 -0.080 0.519
H 1.513687 1.975373 -0.246439 0.167 -0.058 -0.127
N -0.624770 -0.266546 0.488285 1.283 -1.747 0.761
O 1.332287 -0.418842 1.644875 1.413 1.017 -0.728
C -1.859691 -1.054508 0.368776 0.452 0.225 -0.480
H -2.674422 -0.379026 0.111112 0.049 0.026 0.036
C 1.348865 1.255099 -1.051707 -2.669 0.965 -0.078
H -0.718066 0.497990 1.150601 0.297 -0.316 -0.061
N -1.278676 1.584921 -1.546948 0.604 -0.727 0.784
```
Forces are in eV/Å.

Values from the calculation:
frontier orbital gap: 0.3537 Eh
spin multiplicity: 1
LUMO level: 0.32 eV
E: -11350.7290 eV
molecular weight: 116.1 g mol⁻¹
energy relative to the best compared isomer or geometry (same formula, charge and spin): 78.0 kcal/mol

Atom charges from the Mulliken analysis, given in e for atoms 1 to 8: atom 1 (C): 0.43, atom 2 (H): 0.32, atom 3 (H): 0.31, atom 4 (C): 0.57, atom 5 (H): 0.31, atom 6 (H): 0.33, atom 7 (O): -0.53, atom 8 (H): 0.35

***

Entry from the OMol25 dataset: a 2-piece molecular cluster, C4H8N2O2 overall (ωB97M-V with the def2-TZVPD basis set).

XYZ file:
```
16
Properties=species:S:1:pos:R:3:forces:R:3
N -0.112808 -0.168268 0.249508 0.639 -1.747 0.387
H -2.023162 0.473996 0.835342 0.052 -0.039 0.028
C 0.103387 1.381000 -1.259106 1.841 0.140 -5.586
H -0.189646 -1.894161 -1.028114 0.040 0.038 -0.088
H -1.477458 -1.044717 1.603058 -0.108 0.013 0.159
H -1.991684 -1.035763 -0.086577 -0.048 0.049 -0.065
C 0.714422 0.407583 1.312352 -0.279 0.021 -0.207
C 0.549156 -1.230829 -0.559415 -0.181 1.412 1.590
O -0.247229 2.492215 -1.030340 -0.362 -1.445 1.981
H 0.292475 1.372169 1.597845 0.115 0.089 -0.190
H 1.722325 0.525141 0.922399 0.050 0.042 0.224
H 1.230379 0.150034 -2.642204 -0.151 0.553 0.708
H 0.697581 -0.209462 2.210092 0.223 -0.244 0.051
N 0.467545 0.561324 -2.126768 -1.111 1.405 0.901
C -1.479636 -0.459269 0.682336 0.310 -0.120 -0.268
O 1.744355 -1.320992 -0.680409 -1.030 -0.168 0.374
```
Forces are in eV/Å.

Values from the calculation:
frontier orbital gap: 0.3543 Eh
spin multiplicity: 1
LUMO level: 0.47 eV
E: -11351.0367 eV
molecular weight: 116.1 g mol⁻¹
energy relative to the best compared isomer or geometry (same formula, charge and spin): 70.9 kcal/mol

Atom charges from the Mulliken analysis, given in e for atoms 1 to 8: atom 1 (N): 0.09, atom 2 (H): 0.28, atom 3 (C): 0.63, atom 4 (H): 0.33, atom 5 (H): 0.34, atom 6 (H): 0.34, atom 7 (C): -1.04, atom 8 (C): 0.16

***

Entry from the OMol25 dataset: one molecule with the formula C4H8N2O2 (ωB97M-V with the def2-TZVPD basis set).

XYZ file:
```
16
Properties=species:S:1:pos:R:3:forces:R:3
H 1.843952 1.059264 0.968975 -0.305 0.067 0.122
N 1.260504 0.542352 -1.028085 -1.030 -0.104 -0.389
H -0.553169 1.183242 1.692076 -0.117 -0.874 0.410
C 0.005472 -0.072572 -1.043140 -1.189 -0.341 -0.872
H -1.439872 -2.016491 0.301934 -0.039 0.445 0.327
C 2.145441 0.941464 -0.064800 1.892 -0.032 -1.341
H 1.699608 0.476775 -1.962854 -0.218 -0.056 0.858
H -1.094320 -0.538135 2.117684 -0.625 0.507 0.358
N -1.932248 -1.226847 -0.117422 -0.676 -0.697 0.309
O -0.262133 -0.670965 -2.068560 0.313 0.168 0.047
H 0.456210 -0.262596 1.571897 0.228 -0.124 -0.683
C -0.555532 0.101655 1.428773 -0.674 0.893 0.088
C -1.191656 -0.019062 0.024781 3.662 -0.109 -0.226
O 3.289933 1.113865 -0.453851 -0.526 0.300 1.075
H -1.977944 -1.519135 -1.081753 -0.235 0.424 -0.434
H -1.694239 0.907182 -0.285652 -0.460 -0.467 0.351
```
Forces are in eV/Å.

Values from the calculation:
frontier orbital gap: 0.3835 Eh
spin multiplicity: 1
LUMO level: 0.62 eV
E: -11352.5513 eV
molecular weight: 116.1 g mol⁻¹
energy relative to the best compared isomer or geometry (same formula, charge and spin): 36.0 kcal/mol

Atom charges from the Mulliken analysis, given in e for atoms 1 to 8: atom 1 (H): 0.34, atom 2 (N): -0.15, atom 3 (H): 0.33, atom 4 (C): 0.32, atom 5 (H): 0.25, atom 6 (C): 0.11, atom 7 (H): 0.27, atom 8 (H): 0.42

***

Entry from the OMol25 dataset: one molecule with the formula C4H8N2O2 (ωB97M-V with the def2-TZVPD basis set).

XYZ file:
```
16
Properties=species:S:1:pos:R:3:forces:R:3
C 0.082514 2.099514 -3.132248 -0.533 -0.407 -1.236
O 1.233887 -1.368243 1.705395 -1.260 -0.636 -1.913
H -1.388351 1.093722 -1.033122 1.828 0.022 -0.113
N -0.348847 0.864588 -1.002503 -4.142 0.228 -0.396
H -1.860363 -0.457757 0.807991 1.296 0.152 -0.048
H 1.411325 0.955554 -1.984413 0.746 -0.044 0.712
H 1.112637 2.184094 -3.907526 -3.433 -0.063 2.277
H -0.479212 3.208916 -2.985495 1.410 -3.303 -0.914
H -0.698306 1.151533 -3.538886 2.231 3.201 0.773
C 0.598749 1.604231 -1.716265 0.479 3.726 -1.897
O -0.822107 -1.897617 2.670925 1.615 0.795 -1.235
C -0.732263 -0.563789 0.765576 -2.403 1.326 -2.457
N 0.005103 -0.021453 -0.157817 1.055 -1.337 2.785
H 1.331174 -1.180464 0.692455 0.406 0.004 2.443
C -0.147843 -1.371004 1.794472 0.677 -1.021 1.719
H 0.876118 2.655627 -1.208536 0.030 -2.643 -0.501
```
Forces are in eV/Å.

Values from the calculation:
frontier orbital gap: 0.3484 Eh
spin multiplicity: 1
LUMO level: 0.31 eV
E: -11349.6895 eV
molecular weight: 116.1 g mol⁻¹
energy relative to the best compared isomer or geometry (same formula, charge and spin): 102.0 kcal/mol

Atom charges from the Mulliken analysis, given in e for atoms 1 to 8: atom 1 (C): -0.85, atom 2 (O): -0.52, atom 3 (H): 0.30, atom 4 (N): -0.05, atom 5 (H): 0.30, atom 6 (H): 0.34, atom 7 (H): 0.28, atom 8 (H): 0.24

***

Entry from the OMol25 dataset: one molecule with the formula C4H8N2O2 (ωB97M-V with the def2-TZVPD basis set).

XYZ file:
```
16
Properties=species:S:1:pos:R:3:forces:R:3
C -0.932243 -0.538531 -0.034446 2.831 3.683 1.618
N -0.971380 -1.830532 -0.010667 -1.346 -2.941 -0.413
N -2.137822 0.188196 0.091133 0.293 -3.987 -0.124
H 0.273233 1.883486 1.184705 -0.493 0.997 0.945
H 1.375079 2.062806 -0.160124 -0.037 -0.183 0.271
H -2.079137 1.092272 -0.241303 -0.142 2.068 -0.768
O 1.721279 -1.885086 0.188374 -0.657 0.810 0.470
C 0.390505 0.121362 0.071766 -2.149 -1.110 -0.404
H -2.969803 -0.374527 -0.211725 1.139 1.197 0.329
O 2.794370 -0.015253 -0.144568 0.072 1.082 0.358
C 1.613412 -0.652355 0.136545 -0.202 -0.965 -1.855
H 2.701864 0.946625 -0.337609 -0.194 -1.183 0.350
H -0.096817 -2.344445 -0.035522 0.355 0.151 0.169
H -1.838330 -2.364436 -0.073643 0.483 0.492 0.040
C 0.433615 1.611085 0.176151 -0.622 0.437 -2.597
H -0.277832 2.099327 -0.599062 0.671 -0.550 1.612
```
Forces are in eV/Å.

Values from the calculation:
frontier orbital gap: 0.3038 Eh
spin multiplicity: 1
LUMO level: 0.56 eV
E: -11352.7919 eV
molecular weight: 116.1 g mol⁻¹
energy relative to the best compared isomer or geometry (same formula, charge and spin): 30.5 kcal/mol

Atom charges from the Mulliken analysis, given in e for atoms 1 to 8: atom 1 (C): 0.27, atom 2 (N): -0.30, atom 3 (N): -0.48, atom 4 (H): 0.24, atom 5 (H): 0.41, atom 6 (H): 0.21, atom 7 (O): -0.73, atom 8 (C): 0.44

***

Entry from the OMol25 dataset: a 3-piece molecular cluster, C4H8N2O2 overall (ωB97M-V with the def2-TZVPD basis set).

XYZ file:
```
16
Properties=species:S:1:pos:R:3:forces:R:3
H -2.066383 -0.120887 2.171400 0.025 0.201 -0.047
H -3.607025 0.417354 1.581556 0.325 -0.160 -0.238
H 1.985422 0.501245 -2.067959 -0.048 -0.114 0.079
O 2.741404 -1.567268 0.188952 -0.401 0.830 -0.107
O -2.694715 1.052051 -0.687916 0.653 -0.373 0.593
H 3.452351 -0.398604 -1.905734 -0.305 0.030 0.407
H 0.071336 1.253764 -0.798239 0.031 -0.108 0.067
H -0.481628 -1.271300 -0.599276 0.193 0.141 -0.134
C -2.047196 0.695994 0.271866 1.601 1.543 -0.796
N -2.601528 0.341526 1.456318 0.261 -0.181 0.216
C 0.011159 0.698082 0.132218 -5.537 2.199 0.869
H 0.175350 -1.186447 1.093664 0.022 -0.025 -0.125
H 0.381806 1.216168 1.011445 0.140 0.004 -0.173
N 2.532593 -0.160947 -1.544879 -0.581 0.615 -0.192
C 2.063024 -0.773462 -0.431180 -1.407 -2.656 0.920
C 0.084031 -0.697270 0.127762 5.030 -1.944 -1.337
```
Forces are in eV/Å.

Values from the calculation:
frontier orbital gap: 0.3066 Eh
spin multiplicity: 1
LUMO level: 0.65 eV
E: -11350.2356 eV
molecular weight: 116.1 g mol⁻¹
energy relative to the best compared isomer or geometry (same formula, charge and spin): 89.4 kcal/mol

Atom charges from the Mulliken analysis, given in e for atoms 1 to 8: atom 1 (H): 0.21, atom 2 (H): 0.24, atom 3 (H): 0.20, atom 4 (O): -0.57, atom 5 (O): -0.56, atom 6 (H): 0.23, atom 7 (H): 0.27, atom 8 (H): 0.31

***

Entry from the OMol25 dataset: a 2-piece molecular cluster, C4H8N2O2 overall (ωB97M-V with the def2-TZVPD basis set).

XYZ file:
```
16
Properties=species:S:1:pos:R:3:forces:R:3
H -2.664198 3.066024 -0.051751 0.318 -0.401 0.261
C 0.954271 -1.442194 -0.974248 1.044 0.907 -1.698
H -1.677730 1.664594 1.746487 -0.339 0.193 0.831
H 1.869539 -3.274798 -1.092141 -0.175 0.668 0.258
N 2.106418 -2.277004 -1.124770 -1.437 -1.516 1.086
C 0.038048 -0.063258 1.632163 0.993 -0.979 -0.343
H -1.540838 2.250249 -1.274677 0.079 0.049 0.430
C -1.851280 2.359753 -0.230216 1.046 -1.356 0.468
H -0.196562 0.201772 2.645877 -0.850 0.287 0.205
C -1.303444 1.600182 0.756171 -0.736 1.885 -1.250
O 1.189859 -0.198318 -1.279380 -0.657 -0.366 0.736
H 0.198984 0.541281 -0.393587 0.671 -1.658 0.084
H 0.571996 -1.010959 1.520432 0.304 0.629 -0.402
O -0.129423 -1.897794 -0.603315 0.341 -0.278 0.491
N -0.267583 0.651122 0.628883 -1.088 0.891 -0.438
H 2.701950 -2.170652 -1.905927 0.486 1.044 -0.720
```
Forces are in eV/Å.

Values from the calculation:
frontier orbital gap: 0.2879 Eh
spin multiplicity: 1
LUMO level: -0.94 eV
E: -11351.2814 eV
molecular weight: 116.1 g mol⁻¹
energy relative to the best compared isomer or geometry (same formula, charge and spin): 65.3 kcal/mol

Atom charges from the Mulliken analysis, given in e for atoms 1 to 8: atom 1 (H): 0.26, atom 2 (C): 0.62, atom 3 (H): 0.26, atom 4 (H): 0.24, atom 5 (N): -0.50, atom 6 (C): -0.11, atom 7 (H): 0.28, atom 8 (C): -0.76

***

Look up the spin multiplicity of the fifth one. 1